Entry 1:
Molecular formula: C22H31N3O3S
Method: DFT, wB97M-V/def2-TZVPD

CARTESIAN COORDINATES (ANGSTROEM)
H (0.070, 0.280, -1.090)
H (2.158, 2.007, -1.092)
H (3.897, -1.575, 0.683)
C (-0.333, 2.928, -1.252)
C (5.792, -3.762, 4.187)
H (2.143, 1.107, -2.615)
C (0.126, -2.312, 1.016)
H (-3.726, 5.015, 0.866)
H (-0.234, 2.625, -3.919)
H (-1.195, -0.709, -2.582)
O (-4.152, 2.962, -1.626)
C (-2.054, -0.036, -2.551)
C (0.163, 3.042, 0.184)
H (-2.405, 2.044, -2.995)
O (4.640, -3.375, 2.074)
H (-2.895, -0.548, -3.033)
C (-0.289, 1.692, -3.334)
C (0.552, -1.216, 0.260)
H (4.870, -3.955, 4.729)
H (-4.170, 0.095, -0.049)
H (-0.230, 3.900, -1.759)
C (1.047, -3.113, 1.651)
H (-3.375, 2.398, 1.487)
H (6.594, -4.340, 4.639)
H (0.146, 2.074, 0.676)
C (2.414, -2.857, 1.546)
S (-2.227, -0.255, 1.420)
N (-0.333, -0.419, -0.444)
H (2.260, -0.142, -0.460)
C (1.765, 2.003, -2.110)
N (0.313, 1.861, -2.015)
C (1.923, -0.973, 0.140)
O (3.033, -4.717, 2.892)
C (-3.850, 2.109, -0.615)
C (2.842, -1.777, 0.776)
N (-2.430, 0.187, -1.171)
H (6.549, -3.994, 2.166)
H (0.725, -3.960, 2.239)
H (-4.355, 5.012, -1.785)
H (-1.396, 2.690, -1.212)
H (1.170, 3.449, 0.239)
H (-4.399, 0.434, -1.791)
C (3.358, -3.748, 2.245)
C (2.295, 3.239, -2.842)
C (-4.129, 4.206, -1.116)
C (5.628, -4.166, 2.729)
H (1.977, 3.252, -3.882)
H (6.030, -2.703, 4.260)
C (-3.786, 0.646, -0.913)
C (-1.753, 1.244, -3.344)
C (-3.814, 4.177, 0.206)
H (0.304, 0.934, -3.856)
H (-2.008, 1.063, -4.390)
H (1.960, 4.154, -2.360)
C (-1.646, -0.182, -0.127)
H (3.382, 3.222, -2.820)
C (-3.633, 2.810, 0.534)
H (-0.926, -2.528, 1.102)
H (5.342, -5.221, 2.661)
H (-0.500, 3.710, 0.729)

- energy relative to the best compared isomer or geometry (same formula, charge and spin) (kcal per mole) = 63.1
- orbital gap (hartree) = 0.3132
- SMILES = CCOC(=O)c1ccc(NC(=S)N(CCCN(CC)CC)Cc2ccco2)cc1
- 2S+1 = 1

=====

Entry 2:
Molecular formula: C4H8N2O
Method: DFT, wB97M-V/def2-TZVPD

CARTESIAN COORDINATES (ANGSTROEM)
N (1.644, 0.710, 0.883)
H (2.416, 0.061, 0.981)
H (-1.603, 2.049, -1.843)
H (-1.621, -2.164, 0.616)
N (-0.609, 2.101, -1.637)
C (-0.093, -0.870, -0.161)
H (-0.338, -1.778, 1.788)
O (-0.877, -0.280, -1.203)
H (0.901, 0.706, -1.431)
H (-1.571, -0.557, 1.375)
H (1.818, 1.657, 1.191)
H (0.540, -1.676, -0.560)
C (0.555, 0.438, 0.180)
C (-0.204, 0.979, -1.159)
C (-0.958, -1.373, 0.981)

- energy relative to the best compared isomer or geometry (same formula, charge and spin) (kcal per mole) = 116.9
- orbital gap (alpha / beta) (hartree) = 0.2862 / 0.2862
- 2S+1 = 1

=====

Entry 3:
Molecular formula: C3H5ClO3P
Method: DFT, wB97M-V/def2-TZVPD

CARTESIAN COORDINATES (ANGSTROEM)
C (-0.491, -0.706, 0.176)
O (-1.704, -1.018, 0.522)
H (0.804, -2.331, 0.736)
P (-3.463, 0.537, -0.058)
O (-3.312, 1.005, -1.440)
H (1.580, -1.091, -0.038)
H (0.662, 1.300, -0.281)
O (-3.582, 1.373, 1.131)
C (0.554, -1.473, 0.211)
Cl (-4.932, -0.880, 0.073)
H (-0.948, 1.020, -1.050)
H (-0.822, 1.393, 0.562)
C (-0.344, 0.772, -0.194)

- energy relative to the best compared isomer or geometry (same formula, charge and spin) (kcal per mole) = 61.9
- orbital gap (hartree) = 0.2742
- charge = -1
- 2S+1 = 1

=====

Entry 4:
Molecular formula: C31H57N2O2P2PtS
Method: DFT, wB97M-V/def2-TZVPD

CARTESIAN COORDINATES (ANGSTROEM)
C (2.025, 0.854, -2.090)
H (2.315, 2.347, 3.491)
H (3.719, 2.795, 0.098)
H (-1.784, -4.871, 2.873)
C (-0.666, -3.117, 4.669)
H (-3.070, -3.765, -3.505)
H (0.636, 4.892, 0.659)
O (-0.024, -1.811, 2.455)
H (-3.350, -1.935, -5.163)
O (0.141, -3.622, -0.923)
H (4.658, -1.502, -0.518)
H (-4.940, -1.617, -1.646)
H (2.297, 2.514, -5.056)
H (1.986, 2.907, 0.376)
H (-1.564, 1.905, 2.833)
H (1.278, 4.231, 2.179)
H (-0.207, -2.331, -3.402)
H (1.779, -3.206, 1.115)
H (-2.524, -0.410, 1.045)
H (-0.675, -1.046, -4.544)
H (3.725, 1.067, -0.904)
H (-2.218, 4.831, 1.330)
H (3.147, 3.575, 1.570)
H (2.756, -3.071, -0.393)
C (2.948, 2.739, 0.877)
C (-0.961, 2.821, 2.916)
H (-1.728, 4.068, -0.198)
C (4.486, 1.299, 2.044)
P (2.206, -0.112, 0.638)
Pt (-0.062, -0.656, -0.556)
C (2.678, 0.740, -0.847)
H (3.704, 1.622, -3.167)
H (-4.301, -0.468, 1.132)
S (-1.190, -2.573, 3.042)
C (-1.222, -4.184, 2.229)
C (-2.765, -3.110, -2.672)
C (-3.402, -1.283, -4.279)
C (1.847, 1.993, -4.217)
H (5.130, 1.302, 1.154)
H (-0.071, 2.604, 3.519)
H (2.255, 0.574, 3.540)
H (-2.637, 1.793, -0.287)
C (-4.870, -0.530, -1.521)
H (-1.966, 1.913, -2.392)
H (-1.178, -2.715, -4.828)
C (0.053, -2.465, -0.780)
C (2.112, 1.447, 2.893)
H (-1.554, 3.560, 3.476)
C (3.007, 1.416, 1.662)
C (3.318, -1.655, 1.181)
H (-0.677, -2.241, 5.324)
H (5.307, -2.414, 0.866)
H (3.443, -3.791, 1.060)
C (-2.333, -1.764, -3.280)
H (-0.189, -4.519, 2.063)
C (0.459, 1.883, -4.109)
H (1.059, 1.456, 2.598)
H (-5.035, -0.037, -2.487)
C (-3.562, -0.087, -0.861)
P (-2.031, -0.499, -1.903)
H (-1.389, -3.852, 5.034)
H (-3.621, -3.007, -1.993)
H (3.824, -0.896, 3.212)
H (-3.397, -1.845, 0.451)
C (3.326, -1.732, 2.719)
H (-3.253, -0.254, -4.626)
H (-2.706, 3.170, 1.023)
H (2.300, -1.795, 3.103)
C (-1.013, -1.962, -4.045)
C (2.767, -2.997, 0.698)
C (-1.891, 3.886, 0.871)
H (-1.744, -4.063, 1.273)
H (-4.378, 1.690, 0.057)
H (-4.414, -1.376, -3.873)
H (-3.830, 1.969, -1.602)
C (0.362, 4.522, 1.654)
C (0.008, 2.237, 0.653)
H (-0.089, 5.354, 2.218)
C (-3.429, -0.750, 0.522)
C (2.631, 1.482, -3.207)
H (4.748, 2.199, 2.626)
C (4.717, -1.530, 0.576)
N (0.695, 0.517, -2.200)
N (-0.278, 1.245, 0.081)
H (-2.096, 1.018, -3.884)
H (0.343, -3.539, 4.606)
H (-1.946, -3.600, -2.134)
H (-5.697, -0.227, -0.862)
C (-3.597, 1.431, -0.673)
H (-0.215, 2.341, -4.823)
C (-1.615, 0.998, -2.897)
H (4.731, 0.441, 2.674)
C (-0.101, 1.120, -3.085)
H (5.274, -0.656, 0.917)
H (3.867, -2.639, 3.031)
C (-0.615, 3.364, 1.524)

- energy relative to the best compared isomer or geometry (same formula, charge and spin) (kcal per mole) = 63.5
- orbital gap (alpha / beta) (hartree) = 0.2022 / 0.2042
- charge = +1
- 2S+1 = 3
- expectation value of S² = 2.0483

=====

Entry 5:
Molecular formula: C8H14Si
Method: DFT, wB97M-V/def2-TZVPD

CARTESIAN COORDINATES (ANGSTROEM)
H (1.507, -0.736, -3.239)
H (0.782, -1.255, -1.721)
H (1.710, -1.077, -0.155)
H (-2.372, 0.425, 0.983)
H (-0.688, 3.466, -1.442)
H (0.583, 1.537, -2.820)
H (-0.565, -1.754, -0.151)
H (-0.667, -1.727, 2.896)
C (0.351, 0.615, -2.265)
Si (-0.566, 0.957, -0.623)
C (-0.153, -1.763, 1.937)
C (-1.091, -1.464, 0.697)
C (-0.723, 2.859, -0.607)
C (1.721, -0.453, 0.863)
C (0.735, -0.593, -2.525)
H (0.140, 3.361, -0.048)
C (-1.582, -0.041, 0.364)
H (2.566, 0.296, 0.995)
H (-1.656, 3.055, -0.148)
H (0.277, -2.781, 1.881)
H (-1.955, -2.013, 0.919)
C (0.969, -0.748, 1.940)
H (1.179, -0.165, 2.770)

- energy relative to the best compared isomer or geometry (same formula, charge and spin) (kcal per mole) = 96.9
- orbital gap (hartree) = 0.2848
- SMILES = C=CCC/C=[Si](/C)C=C
- 2S+1 = 1

=====

Entry 6:
Molecular formula: C4H14N
Method: DFT, wB97M-V/def2-TZVPD

CARTESIAN COORDINATES (ANGSTROEM)
H (-0.522, 1.237, 2.831)
H (-1.330, -0.949, -0.304)
C (1.563, -1.574, -1.906)
H (-2.013, 0.255, 1.700)
H (-2.126, 1.699, 1.029)
H (0.572, -1.573, -2.391)
H (-0.810, 0.644, -0.870)
N (-1.535, 0.810, 1.077)
H (-2.539, 0.296, -0.648)
H (0.166, 2.015, 1.315)
C (1.726, -0.530, -0.732)
H (1.623, -2.582, -1.473)
H (1.059, 0.365, -0.841)
C (-1.517, 0.139, -0.241)
H (2.366, -1.386, -2.689)
H (0.551, 0.327, 1.750)
H (1.716, -1.027, 0.296)
C (-0.235, 1.165, 1.793)
H (2.806, -0.199, -0.724)

- energy relative to the best compared isomer or geometry (same formula, charge and spin) (kcal per mole) = 32.9
- orbital gap (hartree) = 0.4119
- charge = +1
- 2S+1 = 1

=====

- Look up the 2S+1 of the second one.
  1

=====

- Look up the 2S+1 of the fourth one.
  3

=====

- Which formula does entry 1 have?
  C22H31N3O3S

=====

- The lowest energy relative to the best compared isomer or geometry (same formula, charge and spin) belongs to which entry?
  C4H14N